i.
18
Properties=species:S:1:pos:R:3 method="wB97M-V/def2-TZVPD" total_charge=+1
C 0.36239 -1.79944 0.06621
C 0.07504 -1.59509 1.32992
C 0.41734 -0.53390 -0.74612
C -0.36773 1.75076 0.02797
N -0.48695 0.33987 0.22938
N -0.21723 -0.69670 -1.96565
N -0.33254 -0.22412 1.53344
O 1.72854 -0.08415 -0.72173
H 0.86294 -2.68827 -0.25776
H -0.05943 -2.35222 2.08792
H -1.24076 2.15495 0.28335
H 0.42702 2.25159 0.63720
H -0.04835 1.97760 -1.05857
H -0.85270 -1.54238 -2.08784
H -0.65940 0.19094 -2.16476
H -1.19322 -0.27693 2.05507
H 0.37414 0.37526 1.92998
H 1.92155 0.30658 -1.68869

ii.
18
Properties=species:S:1:pos:R:3 method="wB97M-V/def2-TZVPD" total_charge=+1
C 1.18880 -2.42179 -1.36230
C -1.07854 1.34852 -0.02755
C -0.96848 1.59051 -1.55507
C 0.16871 0.00600 1.70617
N 1.33093 -1.23724 -0.98907
N -0.15092 0.34295 0.47492
N -0.32712 0.27305 2.87894
O -1.88181 1.82700 0.71107
H 1.88438 -2.80649 -2.07751
H 0.25031 -2.97875 -0.93089
H -0.32468 2.42093 -1.76139
H -1.99038 1.78014 -1.92722
H -0.56096 0.73572 -2.01465
H 0.92827 -0.70543 1.74695
H 0.36413 -0.30091 -0.21308
H -1.10632 0.95730 3.25718
H 2.02249 -0.74301 -1.55854
H 0.25119 -0.08852 3.64204

Which of them is the least stable? Correct choice: i.